The following is a DFT calculation (ωB97M-V with the def2-TZVPD basis set) of C27H39Cl3NO2PRe as an isolated structure in a non-equilibrium geometry.

Structure (XYZ):
```
74
Properties=species:S:1:pos:R:3:forces:R:3
Re 0.1166 -0.9044 0.4237 -0.8 -0.3 2.2
Cl -1.1611 -3.1841 7.3836 0.0 0.0 0.1
C -1.0916 -2.7639 5.7284 0.0 0.0 -0.2
C -2.2695 -2.6750 4.9827 0.2 0.0 0.2
C -2.2349 -2.3713 3.6387 0.4 0.2 -0.7
Cl -3.7053 -2.2705 2.7583 -0.1 0.0 -0.1
C -1.0091 -2.1185 2.9800 -0.1 -0.3 1.4
O -0.9449 -1.8673 1.6889 -0.3 -0.1 -0.7
C 0.1685 -2.1504 3.7744 -0.3 0.2 -0.8
C 1.4233 -1.7436 3.2136 0.0 -0.2 0.5
O 1.6175 -1.2082 2.1062 -0.6 0.3 -1.0
C 0.1188 -2.4992 5.1254 0.1 0.0 0.3
H -3.2202 -2.8432 5.4710 0.0 0.0 -0.1
H 2.3025 -1.8972 3.8517 0.0 0.1 -0.1
H 1.0317 -2.5365 5.7074 0.0 0.0 0.0
C -2.8674 -5.7536 -1.0780 0.0 0.1 0.1
C -3.7456 -4.5311 -0.7701 0.0 0.0 -0.1
C -2.9040 -3.2544 -0.6198 -0.1 0.0 -0.1
C -1.6964 -3.3150 -1.5541 0.2 0.2 0.2
C -0.7299 -4.4217 -1.0759 -0.1 -0.1 0.1
C -1.4908 -5.5973 -0.4363 -0.1 0.0 -0.1
P -0.7932 -1.7176 -1.7362 -0.3 -0.1 -0.7
C -1.8052 -0.5003 -2.7005 0.0 0.1 0.4
C -2.6712 0.3762 -1.7688 0.0 0.0 -0.1
C -3.7789 1.0551 -2.5700 0.0 0.0 0.0
C -4.7777 0.0247 -3.1152 0.0 0.0 0.0
C -4.1045 -1.3199 -3.4375 0.0 0.1 0.0
C -2.6439 -1.1268 -3.8366 -0.1 -0.2 0.0
C 0.6941 -2.0101 -2.7975 0.0 0.0 0.4
C 0.3954 -2.7712 -4.1048 0.1 0.0 -0.1
C 1.6871 -3.3780 -4.6824 0.1 0.1 0.0
C 2.8851 -2.4715 -4.4104 0.0 -0.1 0.0
C 3.1618 -2.3748 -2.8961 0.0 -0.1 0.0
C 1.8918 -2.6495 -2.0767 0.0 0.1 -0.2
H -2.7449 -5.8705 -2.1586 0.0 0.0 0.0
H -3.3530 -6.6594 -0.7186 0.0 0.0 -0.1
H -4.2967 -4.6892 0.1583 0.0 0.0 0.0
H -4.4876 -4.4025 -1.5607 0.0 0.0 0.0
H -2.5415 -3.1842 0.3971 0.1 0.1 0.2
H -3.5224 -2.3745 -0.7968 0.0 0.0 0.1
H -2.0526 -3.5323 -2.5661 0.1 0.0 0.0
H -0.0243 -4.0113 -0.3403 0.0 0.0 0.0
H -0.1453 -4.7903 -1.9200 0.0 0.1 0.0
H -1.6104 -5.4404 0.6392 0.0 0.0 0.0
H -0.9090 -6.5100 -0.5610 0.0 0.0 0.1
H -1.0374 0.1380 -3.1509 0.0 0.0 0.0
H -2.0333 1.1286 -1.3029 0.0 0.0 0.1
H -3.1182 -0.2188 -0.9652 0.0 0.0 0.0
H -3.3217 1.6160 -3.3899 0.0 0.0 0.0
H -4.2951 1.7849 -1.9466 0.0 0.0 0.0
H -5.2518 0.4287 -4.0099 0.0 0.0 0.0
H -5.5753 -0.1412 -2.3894 0.0 0.0 0.0
H -4.6359 -1.8200 -4.2466 0.0 0.0 0.0
H -4.1629 -1.9862 -2.5743 0.0 0.0 -0.1
H -2.6047 -0.4433 -4.6875 0.1 0.0 0.0
H -2.2134 -2.0679 -4.1812 0.0 0.1 0.0
H 0.9902 -0.9846 -3.0551 0.0 0.0 0.0
H -0.0348 -2.0786 -4.8297 0.0 0.0 0.0
H -0.3280 -3.5731 -3.9437 0.0 0.1 0.0
H 1.5617 -3.5299 -5.7534 0.0 -0.1 0.0
H 1.8741 -4.3589 -4.2393 0.0 0.0 0.0
H 2.6907 -1.4826 -4.8352 0.0 0.0 0.0
H 3.7675 -2.8546 -4.9203 0.0 0.0 0.0
H 3.5531 -1.3839 -2.6501 0.0 0.0 0.0
H 3.9275 -3.0972 -2.6123 0.0 0.0 0.0
H 2.0184 -2.2542 -1.0575 0.0 -0.1 0.1
H 1.7402 -3.7233 -1.9788 0.0 0.0 0.1
Cl -2.0815 0.9628 2.0029 -0.2 0.0 0.0
C -0.6125 1.0635 1.0705 0.5 -0.7 -0.3
H 0.1960 1.4301 1.7082 0.0 0.0 0.0
H -0.7787 1.7498 0.2464 0.1 -0.1 -0.1
N 2.2524 0.8652 -1.0811 0.0 0.1 0.0
C 1.4437 0.2048 -0.5974 1.1 0.8 -0.8
H 2.9559 1.4768 -1.4684 -0.1 -0.1 0.0
```
Forces are in eV/Å.

Computed properties:
2S+1 = 4
charge = +2
orbital gap (alpha / beta) = 6.65 / 5.69 eV
⟨S²⟩ = 3.799
energy relative to the best compared isomer or geometry (same formula, charge and spin) = 74.01 kJ/mol
LUMO (alpha / beta) = -7.552 / -8.646 eV


The following is a DFT calculation (ωB97M-V with the def2-TZVPD basis set) of C27H39GeNO8RuS as an isolated structure in a non-equilibrium geometry.

Structure (XYZ):
```
78
Properties=species:S:1:pos:R:3:forces:R:3
Ru 0.5004 -0.4835 0.0930 -0.4 -0.8 -1.2
O 0.1346 -3.3243 1.5338 0.0 0.0 0.0
C 0.7236 -2.2751 2.0096 0.1 -0.5 0.8
O 1.7385 -1.7396 1.5366 -0.6 0.3 -0.3
C 0.0062 -1.5927 3.1517 0.1 -0.1 0.0
O -0.6982 -0.5372 2.4952 0.2 0.0 -0.2
C -2.0968 -0.7088 2.2704 -0.4 0.0 -0.6
C -2.4937 -0.9045 0.7780 -0.2 0.4 1.2
O -3.6715 -0.7610 0.5211 0.2 -0.1 -0.2
O -1.5410 -1.1690 -0.0399 1.2 0.1 -0.5
H 0.3891 -3.4640 0.5762 0.1 0.0 0.0
H 0.7342 -1.1303 3.8142 0.0 -0.1 0.1
H -0.6536 -2.2674 3.6934 -0.1 0.1 0.0
H -2.5979 0.2075 2.5838 0.0 0.0 0.1
H -2.5015 -1.5485 2.8354 0.1 0.0 0.1
O -1.2197 1.4996 0.3763 -0.1 0.2 0.5
N -1.5786 1.6116 -0.9247 0.1 0.2 -0.4
C -2.8835 1.6361 -1.2463 -0.3 0.0 0.1
C -3.2596 1.7873 -2.5538 0.1 0.0 -0.1
C -2.2706 1.9221 -3.5296 0.0 0.0 0.1
C -0.9406 1.8349 -3.1760 0.0 0.0 0.1
C -0.5780 1.6459 -1.8423 -0.1 0.1 0.1
S 1.0588 1.4353 -1.3191 0.0 -0.2 0.1
H -3.5774 1.5084 -0.4275 0.1 0.0 0.0
H -4.3091 1.7889 -2.8054 0.0 0.0 0.0
H -2.5447 2.0737 -4.5646 0.0 0.0 0.0
H -0.1463 1.8973 -3.9052 0.0 0.0 0.0
C 4.2982 -6.9507 -3.9531 0.0 0.0 0.0
C 3.6782 -5.7589 -3.2818 0.0 0.0 0.0
C 4.1534 -5.2810 -2.0709 0.0 0.0 0.0
C 3.5764 -4.1812 -1.4405 0.0 0.0 -0.1
C 4.1664 -3.6889 -0.1480 0.1 0.0 -0.1
C 2.4806 -3.5717 -2.0512 -0.1 0.2 0.1
C 1.9722 -4.0338 -3.2743 0.0 0.0 0.1
C 0.7975 -3.3557 -3.9262 0.0 0.0 0.1
C 2.5909 -5.1173 -3.8730 0.0 0.0 0.0
C 1.7883 -2.4230 -1.3776 0.4 -0.7 -0.5
O 2.3273 -1.3062 -1.2557 -0.4 0.4 0.6
O 0.6033 -2.6270 -0.9350 -0.1 0.8 0.6
H 5.2153 -7.2591 -3.4546 0.0 0.0 0.0
H 4.5244 -6.7262 -4.9960 0.0 0.0 0.0
H 3.6049 -7.7940 -3.9452 0.0 0.0 0.0
H 4.9984 -5.7681 -1.5971 0.0 0.0 0.0
H 4.5551 -4.5248 0.4325 0.0 0.0 0.0
H 3.4526 -3.1369 0.4561 0.0 0.0 0.1
H 5.0020 -3.0166 -0.3571 0.0 0.0 0.0
H 1.0491 -2.3273 -4.1980 0.0 0.0 0.0
H -0.0507 -3.3226 -3.2427 0.0 0.0 -0.1
H 0.4952 -3.8836 -4.8280 0.0 0.0 0.0
H 2.2193 -5.4850 -4.8233 0.0 0.0 0.0
C -2.6039 3.5957 4.5638 0.2 0.0 0.1
C -1.1743 3.5838 5.0987 -0.1 0.1 -0.2
C -0.1082 3.7748 4.0186 -0.1 -0.1 0.1
C -0.1575 2.7391 2.8834 -0.2 0.1 -0.4
Ge -1.3423 3.1684 1.3727 0.4 -0.1 -0.4
C -0.6931 4.5517 0.1263 -0.1 -0.2 0.4
C -1.0817 5.9507 0.6250 0.0 -0.1 -0.1
C -0.4872 7.0705 -0.2302 0.1 0.0 0.2
C 1.0090 7.2750 -0.0043 -0.1 0.0 0.0
H -3.3237 3.6138 5.3807 0.0 0.0 0.0
H -2.8102 2.7054 3.9662 -0.1 0.0 0.0
H -2.7792 4.4781 3.9412 -0.1 0.0 0.0
H -0.9940 2.6442 5.6279 0.0 0.0 0.0
H -1.0546 4.3866 5.8282 0.0 0.0 0.1
H 0.8731 3.7030 4.4911 0.0 0.1 0.0
H -0.1922 4.7891 3.6159 0.1 0.0 0.0
H -0.4052 1.7464 3.2608 0.0 0.0 0.0
H 0.8251 2.6662 2.4074 0.0 0.0 0.0
H -2.8695 3.1908 1.5248 0.1 0.1 0.1
H -1.1044 4.3849 -0.8728 0.0 0.0 0.0
H 0.3925 4.4547 0.0590 0.0 -0.1 0.0
H -0.7409 6.0817 1.6581 0.0 0.1 0.0
H -2.1714 6.0427 0.6377 0.0 0.0 0.0
H -1.0106 7.9972 0.0123 0.0 0.0 -0.1
H -0.6752 6.8583 -1.2863 -0.1 0.0 0.0
H 1.2230 7.4148 1.0572 0.0 0.0 0.0
H 1.3536 8.1630 -0.5326 0.1 0.0 0.0
H 1.5982 6.4279 -0.3598 0.0 0.0 0.0
```
Forces are in eV/Å.

Computed properties:
2S+1 = 6
charge = +1
orbital gap (alpha / beta) = 7.58 / 5.66 eV
⟨S²⟩ = 8.762
energy relative to the best compared isomer or geometry (same formula, charge and spin) = 163.50 kJ/mol
LUMO (alpha / beta) = -3.216 / -5.141 eV


The following is a DFT calculation (ωB97M-V with the def2-TZVPD basis set) of C27H39N6PtSi4Te as an isolated structure in a non-equilibrium geometry.

Structure (XYZ):
```
78
Properties=species:S:1:pos:R:3:forces:R:3
Pt 0.0112 -1.7900 -0.5711 0.0 -0.1 0.3
C 4.2894 -2.5154 -0.9116 0.0 0.0 0.2
C 3.0272 -2.0262 -1.1816 -0.1 0.3 -0.1
N 2.0241 -2.1415 -0.2989 0.1 -0.4 0.1
C 2.2937 -2.8096 0.8642 0.2 0.1 -0.2
C 3.5730 -3.3296 1.0788 -0.3 0.1 0.0
N 4.5527 -3.1701 0.2172 0.3 0.0 -0.1
C 1.1653 -3.0052 1.7585 -0.1 -0.1 0.5
C 1.1787 -3.3844 3.0777 0.2 0.1 -0.4
C -0.0357 -3.5226 3.7943 0.0 -0.2 0.6
C -1.2417 -3.2875 3.0879 -0.2 0.1 -0.4
C -1.2077 -2.9144 1.7677 0.1 -0.1 0.5
N -0.0164 -2.7699 1.1318 0.0 0.1 -0.3
C -2.3252 -2.6312 0.8818 -0.2 0.1 -0.2
C -3.6335 -3.0716 1.0980 0.3 0.2 0.0
N -4.6009 -2.8514 0.2353 -0.3 0.0 -0.1
C -4.2973 -2.2209 -0.8962 0.0 0.0 0.2
C -3.0072 -1.8099 -1.1672 0.1 0.2 -0.1
N -2.0147 -1.9850 -0.2835 -0.2 -0.4 0.1
C -0.0435 -3.8653 5.2158 0.0 0.2 -0.7
C -1.2536 -4.0024 5.9318 0.4 -0.1 0.2
C -1.2237 -4.2792 7.2825 -0.9 -0.1 0.5
N -0.0559 -4.4174 7.8667 0.0 0.3 -1.2
C 1.1179 -4.3281 7.2844 0.9 -0.2 0.5
C 1.1588 -4.0517 5.9339 -0.4 -0.1 0.2
H 5.1041 -2.3896 -1.6122 0.0 0.0 -0.1
H 2.8164 -1.5172 -2.1116 0.0 0.0 0.0
H 3.7830 -3.9188 1.9633 0.0 0.1 0.0
H 2.1341 -3.5492 3.5510 0.0 0.0 0.0
H -2.2037 -3.3727 3.5690 0.0 0.0 0.0
H -3.8775 -3.6498 1.9809 0.0 0.1 0.0
H -5.1036 -2.0486 -1.5966 0.1 0.0 -0.1
H -2.7601 -1.3331 -2.1051 0.0 0.0 0.0
H -2.2245 -3.9211 5.4725 0.0 0.0 0.1
H -2.1240 -4.3885 7.8800 0.1 0.0 0.0
H 2.0131 -4.4773 7.8807 -0.1 0.0 0.0
H 2.1325 -4.0081 5.4756 0.0 0.0 0.1
C -0.3127 1.7380 1.1708 0.0 0.3 -0.2
Si 0.9916 2.5737 0.1058 0.2 -0.3 -0.1
C 1.1359 4.4372 0.1624 -0.1 -0.3 -0.1
C 2.6116 1.6403 0.2074 -0.1 0.3 -0.1
Si -0.0382 1.9455 -2.1957 -0.4 0.2 0.1
Te 0.0870 -0.4831 -2.8222 0.0 0.5 0.0
Si -2.5031 2.7209 -2.3213 0.8 -0.4 0.1
C -2.4074 4.5592 -1.9809 -0.1 -0.2 -0.1
C -2.9661 2.2055 -4.0621 -0.1 0.2 0.2
C -3.3102 1.7370 -0.9327 -0.1 0.2 -0.2
Si 1.5948 3.0949 -4.0009 0.1 0.0 0.4
C 3.2677 2.5104 -3.3973 -0.2 0.1 -0.2
C 0.9225 2.3152 -5.5584 0.0 0.0 0.3
C 1.2464 4.9118 -3.7523 0.0 -0.2 -0.1
H -0.0091 1.7804 2.2212 0.1 0.1 0.0
H -0.4151 0.6862 0.8975 0.0 0.0 0.0
H -1.2919 2.2108 1.0954 0.0 0.0 0.0
H 1.0909 4.7758 1.2009 0.0 -0.1 0.0
H 0.3385 4.9447 -0.3810 0.0 0.0 0.0
H 2.0958 4.7625 -0.2407 0.0 0.0 0.0
H 3.1060 1.8445 1.1616 -0.1 0.1 0.0
H 3.3113 1.9117 -0.5830 0.0 0.0 0.0
H 2.4303 0.5705 0.1523 -0.1 -0.2 0.0
H -1.6342 5.0579 -2.5658 0.0 0.0 0.0
H -2.2393 4.7703 -0.9243 0.0 -0.1 0.0
H -3.3603 5.0233 -2.2513 0.0 0.0 0.0
H -2.4345 2.7959 -4.8097 0.0 0.0 0.0
H -4.0344 2.3692 -4.2284 0.0 0.0 0.0
H -2.7610 1.1521 -4.2546 0.0 0.0 0.1
H -3.3711 2.3258 -0.0166 0.0 0.0 0.0
H -2.7787 0.8133 -0.7077 0.0 0.0 0.0
H -4.3347 1.4710 -1.2059 0.0 0.0 0.0
H 3.2507 1.4699 -3.0720 0.0 0.0 0.0
H 3.6400 3.1304 -2.5813 -0.1 0.0 0.0
H 3.9961 2.5806 -4.2107 0.0 0.0 -0.1
H 0.9954 1.2273 -5.5462 0.1 0.0 0.0
H 1.5017 2.6697 -6.4172 0.1 0.1 0.0
H -0.1181 2.5878 -5.7365 0.0 0.0 0.0
H 1.3073 5.2254 -2.7100 0.0 -0.1 0.0
H 0.2749 5.2037 -4.1523 0.0 0.0 0.0
H 1.9990 5.4872 -4.3016 0.1 -0.1 0.0
```
Forces are in eV/Å.

Computed properties:
2S+1 = 5
charge = +3
orbital gap (alpha / beta) = 5.06 / 5.45 eV
⟨S²⟩ = 6.052
LUMO (alpha / beta) = -8.276 / -10.650 eV


Which formula does entry 3 have? C27H39N6PtSi4Te